No. 1
This record from OMol25 describes 11 unconnected molecules or ions with the total composition C7H35NO10 at a distorted geometry. The level of theory is wB97M-V/def2-TZVPD.

Results
* LUMO: 0.0019 Ha
* highest occupied orbital energy: -9.064 eV
* SMILES string: C/C=C(\C)C[C@@H](C)N.O.O.O.O.O.O.O.O.O.O
* 2S+1: 1
* net charge: 0

CARTESIAN COORDINATES (ANGSTROEM)
H: 2.648 1.436 -3.255
H: -0.957 -1.590 3.503
H: 3.543 1.228 0.674
C: -2.227 -0.653 0.733
H: -1.008 3.412 1.841
H: -2.131 -2.409 3.085
H: 0.445 -4.685 1.889
H: -1.592 0.028 -2.015
H: 0.577 -3.172 2.389
C: -0.372 -2.586 -0.922
O: -1.883 -1.708 3.586
H: -0.408 0.021 -3.756
H: -0.123 -2.597 -2.068
H: -3.634 -0.130 -2.058
H: -2.946 0.167 0.407
O: 2.011 2.131 -3.170
N: -0.571 2.013 -1.379
H: 0.497 -0.084 3.646
H: 0.789 1.095 0.856
O: 1.298 -0.648 3.897
H: 2.434 2.473 -0.178
C: 0.100 -1.273 -0.245
O: -4.172 0.655 -2.085
O: 2.455 -2.463 2.229
O: -1.828 -0.355 -2.988
H: -1.495 -2.723 -0.836
H: -2.384 -0.430 1.818
H: 2.117 -1.530 2.357
H: -2.099 1.967 -0.066
H: -3.685 1.295 -1.489
H: 2.769 -2.494 3.057
O: 3.300 0.442 1.016
O: -0.039 -3.810 2.195
O: 0.587 -0.042 -4.088
H: -2.592 -1.643 0.620
C: -0.341 0.956 0.894
H: -1.711 -1.375 -2.858
O: 3.042 2.810 -0.849
H: 2.573 2.894 -1.728
H: 0.450 3.566 0.901
C: -0.672 3.441 0.767
H: 1.234 1.526 -3.269
H: 1.104 -1.166 4.708
H: 0.195 -3.519 -0.603
H: -0.503 0.877 1.993
H: 0.413 2.413 -1.553
H: 4.087 0.048 1.494
C: -0.797 -0.422 0.340
H: 0.434 -0.126 -4.945
H: -1.222 2.507 -1.910
H: 1.078 -0.950 -0.473
H: -1.093 4.265 0.252
C: -1.020 2.076 -0.022

Atoms 1-6, force components in eV/Å:
1.3 -0.4 0.0
1.2 -0.3 -0.3
1.8 4.1 -1.9
-0.8 1.9 1.1
-0.2 -0.1 -1.1
-0.8 -3.5 -2.4

---

No. 2
This record from OMol25 describes 2 unconnected molecules or ions with the total composition Cl2HNS at a distorted geometry. The level of theory is wB97M-V/def2-TZVPD.

Results
* LUMO (alpha / beta): -0.0421 / -0.1010 Ha
* highest occupied orbital energy (alpha / beta): -7.908 / -9.940 eV
* 2S+1: 3
* net charge: 0

CARTESIAN COORDINATES (ANGSTROEM)
S: 0.713 0.560 0.957
Cl: -1.623 1.071 -0.753
H: 2.345 -0.018 -0.303
N: -0.655 0.013 0.339
Cl: -0.779 -1.625 -0.240

Force components x, y, z for each atom (eV/Å):
-0.6 0.9 0.9
0.4 -0.5 0.8
0.9 -0.6 -0.6
-0.7 0.2 -1.0
0.0 0.0 -0.1

---

No. 3
This record from OMol25 describes 2 unconnected molecules or ions with the total composition C4H6O2. The level of theory is wB97M-V/def2-TZVPD.

Results
* LUMO: 0.0069 Ha
* highest occupied orbital energy: -9.785 eV
* SMILES string: O=C1CC(=O)C1.[H][H]
* 2S+1: 1
* net charge: 0

CARTESIAN COORDINATES (ANGSTROEM)
O: -2.043 1.669 0.158
H: 0.601 1.073 -1.243
H: 1.630 -1.542 -0.765
C: 0.540 -0.245 0.550
H: -1.188 -1.188 -0.488
C: -0.945 -0.585 0.400
C: 0.390 1.101 -0.164
O: 1.423 -0.721 1.210
H: 1.220 -1.432 -1.374
C: -1.114 0.915 0.103
H: -1.425 -1.019 1.278
H: 0.916 1.942 0.289

Atoms 1-6, force components in eV/Å:
0.4 -0.3 -0.1
0.0 -0.2 0.3
0.1 -0.2 -0.6
0.3 -0.1 0.5
0.2 0.1 0.2
-0.1 -0.1 0.2

---

No. 4
This record from OMol25 describes a single C5H8N2O molecule at a distorted geometry. The level of theory is wB97M-V/def2-TZVPD.

Results
* LUMO: 0.0353 Ha
* highest occupied orbital energy: -8.988 eV
* SMILES string: C=COC1=NNCC1
* 2S+1: 1
* net charge: 0

CARTESIAN COORDINATES (ANGSTROEM)
H: -2.462 -0.288 0.347
H: -0.487 0.218 -2.276
H: -1.684 0.529 2.641
C: 1.588 0.115 -1.845
H: 1.096 -0.600 2.389
N: -0.755 0.108 -0.441
C: 0.298 -0.104 0.136
N: -1.718 0.329 0.627
H: 0.470 1.086 1.915
H: -1.324 -1.352 2.070
O: 1.520 -0.439 -0.477
H: 1.129 0.473 -3.681
H: 2.624 -0.079 -2.245
C: 0.336 0.004 1.669
C: 0.542 0.202 -2.679
C: -1.173 -0.202 1.848

Atoms 1-6, force components in eV/Å:
-0.7 0.3 -0.1
0.8 0.0 -1.4
1.4 -2.2 -1.0
0.5 -3.4 0.7
-1.9 1.1 -2.3
-3.2 0.3 0.5

---

No. 5
This record from OMol25 describes a molecular structure, C28H84CaN7O11P at a distorted geometry. The level of theory is wB97M-V/def2-TZVPD.

Results
* LUMO: -0.6220 Ha
* highest occupied orbital energy: -21.178 eV
* 2S+1: 1
* net charge: +6

CARTESIAN COORDINATES (ANGSTROEM)
H: 10.889 5.581 15.181
H: 10.982 2.084 14.104
C: 15.858 1.676 19.877
H: 15.015 2.682 14.342
H: 5.864 1.098 13.774
O: 15.994 0.888 18.708
Ca: 10.093 -0.181 16.574
H: 5.176 -0.329 14.158
H: 14.013 -0.073 15.725
O: 9.981 1.962 16.323
H: 5.091 4.254 17.430
H: 15.348 -2.668 16.343
C: 8.226 1.271 12.192
H: 8.945 3.831 12.063
O: 12.345 2.525 15.469
H: 9.585 4.064 13.733
C: 14.774 -1.867 12.137
H: 13.179 -1.858 20.889
H: 13.184 8.357 15.793
C: 15.786 8.436 16.447
C: 14.749 3.588 21.077
H: 13.072 -0.188 14.390
H: 4.259 4.631 13.866
H: 16.643 -0.412 13.089
O: 6.930 4.366 18.223
H: 8.393 0.190 12.335
H: 15.673 4.061 21.398
C: 5.462 0.882 15.920
C: 8.863 4.548 19.636
C: 12.371 -2.470 20.484
H: 6.221 2.684 10.375
H: 12.719 -3.459 20.801
H: 7.895 3.824 13.536
H: 6.721 -0.080 14.588
O: 11.727 3.331 17.739
N: 13.472 2.060 19.601
H: 11.453 -2.238 21.025
H: 7.029 2.461 16.321
H: 16.051 1.683 15.391
C: 11.422 6.371 15.712
H: 14.389 2.886 21.837
H: 16.820 8.161 16.254
H: 14.491 0.628 12.884
H: 11.520 -4.244 18.632
P: 11.451 2.220 16.701
C: 10.017 5.477 19.996
H: 7.514 0.759 16.721
H: 14.396 -1.859 18.430
H: 13.152 4.110 15.715
H: 13.979 4.362 21.039
H: 3.336 4.247 15.309
H: 10.511 0.677 13.539
N: 9.435 3.178 19.219
H: 6.348 0.922 10.327
H: 3.475 1.480 15.141
H: 5.044 0.065 16.506
C: 3.852 3.807 14.450
N: 13.799 0.376 14.827
H: 7.645 6.084 18.965
H: 17.220 -0.662 19.434
C: 13.652 -2.655 18.329
H: 13.537 1.283 18.931
C: 8.859 3.542 13.108
C: 15.867 -0.655 13.821
O: 11.919 0.806 17.184
H: 15.626 1.044 20.742
H: 13.446 7.469 17.136
H: 15.019 3.344 18.879
O: 15.075 7.350 15.820
N: 10.421 1.678 13.324
C: 6.127 1.771 10.972
N: 11.202 -3.284 18.456
C: 8.048 5.174 18.513
C: 12.296 -2.361 18.968
H: 8.662 5.322 17.620
H: 3.977 2.259 16.654
H: 6.211 5.013 16.334
H: 5.607 5.860 17.882
N: 5.817 0.382 14.532
H: 14.924 -4.359 16.654
H: 13.320 1.248 15.157
C: 6.673 1.492 16.658
H: 14.066 -3.560 18.787
H: 8.208 4.370 20.487
H: 15.487 9.420 16.091
C: 14.967 0.578 13.863
C: 17.233 0.163 18.718
C: 13.708 7.432 16.063
H: 6.293 1.610 17.675
H: 11.108 7.369 15.422
H: 3.113 3.322 13.806
O: 13.427 -2.789 16.929
H: 14.500 -2.893 11.871
C: 12.928 6.262 15.453
C: 14.554 -3.414 16.254
H: 10.948 1.852 12.462
C: 8.936 2.025 13.312
H: 14.229 -3.552 15.227
N: 13.590 5.018 16.022
H: 9.618 6.448 20.290
C: 15.702 1.837 14.369
C: 5.931 4.945 17.385
H: 11.222 6.179 16.765
H: 16.756 2.238 20.145
H: 16.540 2.012 13.697
H: 13.049 1.798 20.488
H: 17.321 -0.227 17.705
H: 13.143 6.198 14.386
H: 12.113 -1.304 18.746
H: 10.578 5.114 20.860
C: 4.332 1.883 15.689
C: 14.794 2.789 19.791
O: 4.882 2.946 14.931
H: 14.597 4.940 15.877
H: 10.873 -3.083 17.513
H: 13.361 4.946 17.017
H: 15.696 8.428 17.538
H: 10.390 -3.079 19.045
O: 6.897 1.657 12.187
H: 5.098 1.876 11.312
H: 13.836 -1.321 11.954
H: 8.676 2.508 19.103
H: 15.499 -1.649 11.347
H: 16.299 -0.799 14.814
H: 8.692 1.551 11.239
H: 10.738 5.646 19.198
H: 18.104 0.783 18.927
H: 12.829 2.638 19.001
H: 8.588 1.833 14.328
O: 15.220 -1.850 13.466
H: 10.045 3.231 18.380
H: 9.996 2.845 20.002

Atoms 1-6, force components in eV/Å:
-0.1 0.3 -0.3
-0.2 0.8 0.0
0.1 0.7 0.7
0.1 0.1 -0.1
0.3 0.4 0.4
-0.4 0.9 0.5

---

No. 6
This record from OMol25 describes a molecular structure, C18H28Cl5F16NO8 at a distorted geometry. The level of theory is wB97M-V/def2-TZVPD.

Results
* LUMO: -0.0048 Ha
* highest occupied orbital energy: -10.199 eV
* 2S+1: 1
* net charge: 0

CARTESIAN COORDINATES (ANGSTROEM)
H: -15.117 2.467 6.311
H: -9.910 3.096 8.152
H: -11.929 11.575 12.151
O: -12.324 6.605 13.948
F: -10.687 11.533 6.428
F: -13.148 1.192 4.022
F: -15.086 4.965 6.710
H: -10.240 4.050 6.680
H: -11.757 1.291 6.165
C: -13.600 6.166 5.205
C: -12.704 8.558 7.414
F: -12.888 6.146 4.125
C: -14.601 2.481 5.351
F: -15.065 9.808 6.825
F: -15.652 4.827 4.603
C: -12.057 5.518 13.050
H: -13.267 8.339 8.321
H: -13.024 7.040 15.790
F: -16.637 9.205 4.776
C: -15.385 8.754 4.814
C: -12.701 0.745 6.156
H: -11.275 11.562 10.564
Cl: -11.889 5.619 8.324
O: -13.420 8.473 6.187
H: -9.663 7.145 10.044
Cl: -14.251 5.681 11.574
C: -14.848 8.612 6.232
C: -12.938 6.127 15.200
N: -10.506 7.137 11.918
H: -9.733 6.689 12.390
C: -12.031 9.884 7.724
Cl: -7.887 3.632 6.869
C: -11.702 6.195 11.660
C: -15.035 6.313 10.029
H: -12.209 5.600 15.817
F: -14.603 9.368 3.969
F: -12.217 -0.437 5.894
Cl: -14.937 8.093 10.157
H: -15.350 2.554 4.563
C: -13.814 1.131 5.187
H: -10.128 9.743 9.738
H: -15.290 7.766 4.364
O: -11.142 4.451 8.844
H: -11.554 10.063 5.543
O: -13.841 3.706 5.237
H: -13.946 5.718 15.145
H: -16.062 5.991 9.856
H: -14.579 5.892 9.132
C: -9.942 7.931 10.745
H: -9.080 8.425 11.193
H: -11.245 4.886 13.410
Cl: -10.132 1.879 6.124
C: -11.805 10.933 11.279
O: -13.300 5.331 8.164
C: -10.772 9.105 10.345
F: -14.296 7.286 5.224
H: -12.574 6.702 11.247
H: -11.239 5.501 10.958
F: -9.788 9.626 6.428
F: -14.695 0.234 4.975
C: -10.986 10.204 6.463
H: -12.829 10.856 10.914
H: -11.667 8.779 9.816
O: -11.190 9.676 11.512
F: -13.050 10.760 7.879
F: -15.441 7.630 6.990
O: -11.410 5.988 7.050
H: -12.840 6.326 5.970
C: -14.586 4.939 5.424
O: -11.647 6.664 9.278
F: -13.277 0.802 7.393
H: -12.007 7.722 7.470
H: -10.816 7.823 12.591
H: -12.919 4.906 12.786
C: -9.659 3.229 7.100
F: -11.346 9.951 8.888

Atoms 1-6, force components in eV/Å:
0.0 -0.1 0.1
0.6 -0.3 -0.6
0.5 -0.7 0.6
-0.9 -1.9 0.7
-0.3 0.6 0.6
1.2 0.6 -1.8